Entry 1:
89
Properties=species:S:1:pos:R:3:lowdin_spin:R:1 method="wB97M-V/def2-TZVPD" gap_ev="5.67 / 6.67" s_squared=2.0437 mol_weight_g_mol=807.6 total_charge=-1 multiplicity=3 e_above_lowest_kcal_mol=0.0
V -0.45 -0.34 0.52 1.87
C 2.15 0.45 2.27 0.00
P 0.82 1.46 1.52 0.01
C 0.10 2.46 2.85 0.00
C 0.66 2.59 4.11 0.00
C 0.03 3.35 5.09 0.00
C -1.17 3.98 4.80 0.00
C -1.74 3.85 3.54 0.00
C -1.11 3.09 2.57 0.00
C 1.69 2.68 0.47 0.00
C 1.44 2.64 -0.90 0.00
C 2.10 3.52 -1.75 0.00
C 3.00 4.43 -1.24 0.00
C 3.24 4.49 0.13 0.00
C 2.58 3.61 0.98 0.00
C 2.49 -0.59 1.24 0.00
C 3.69 -1.23 0.99 0.00
C 3.42 -2.19 -0.02 0.00
C 2.09 -2.07 -0.33 0.01
C 1.31 -2.72 -1.43 0.00
P 0.62 -1.35 -2.46 0.00
C 2.14 -0.75 -3.29 0.00
C 2.48 -1.02 -4.61 0.00
C 3.64 -0.51 -5.17 0.00
C 4.49 0.28 -4.40 0.00
C 4.17 0.55 -3.08 0.00
C 3.00 0.04 -2.53 0.00
C -0.24 -2.24 -3.82 0.00
C -0.88 -1.47 -4.80 0.00
C -1.60 -2.07 -5.81 0.00
C -1.71 -3.46 -5.87 0.00
C -1.09 -4.23 -4.89 0.00
C -0.36 -3.62 -3.88 0.00
N 1.50 -1.09 0.43 0.01
H 1.70 -0.01 3.16 0.00
H 3.03 1.03 2.56 0.00
H 1.59 2.09 4.35 0.00
H 0.46 3.43 6.08 0.00
H -1.67 4.56 5.57 0.00
H -2.69 4.33 3.32 0.00
H -1.58 2.95 1.60 0.00
H 0.72 1.94 -1.29 0.00
H 1.91 3.47 -2.82 0.00
H 3.52 5.12 -1.90 0.00
H 3.94 5.21 0.53 0.00
H 2.76 3.66 2.05 0.00
H 4.63 -1.04 1.49 0.00
H 4.13 -2.85 -0.50 0.00
H 0.45 -3.28 -1.04 0.00
H 1.95 -3.39 -2.01 0.00
H 1.83 -1.64 -5.22 0.00
H 3.89 -0.72 -6.20 0.00
H 5.40 0.68 -4.83 0.00
H 4.82 1.16 -2.47 0.00
H 2.76 0.27 -1.49 0.00
H -0.81 -0.39 -4.76 0.00
H -2.09 -1.46 -6.56 0.00
H -2.28 -3.93 -6.66 0.00
H -1.17 -5.31 -4.92 0.00
H 0.11 -4.24 -3.13 0.00
N -4.09 -2.39 2.24 0.00
C -3.65 -1.80 0.98 0.00
C -2.37 -2.49 0.53 0.00
O -2.14 -3.64 1.11 0.00
O -1.65 -2.06 -0.36 0.02
H -5.10 -2.41 2.30 0.00
H -3.76 -1.82 3.02 0.00
H -2.86 -3.72 1.79 0.00
H -3.47 -0.73 1.02 0.00
H -4.38 -1.98 0.19 0.00
N -1.06 -0.70 2.14 -0.07
C -1.65 -0.61 3.33 0.00
C -1.31 -1.47 4.42 0.02
C -1.97 -1.41 5.62 0.00
C -3.00 -0.50 5.85 0.04
C -3.34 0.37 4.82 0.00
C -2.69 0.33 3.59 0.03
H -0.51 -2.19 4.25 0.00
H -1.68 -2.10 6.42 0.00
H -3.51 -0.46 6.80 0.00
H -4.13 1.10 4.97 0.00
H -2.96 1.02 2.80 0.00
Cl -1.60 1.88 -3.31 0.00
C -2.57 0.59 -2.54 0.00
Cl -4.08 0.33 -3.43 0.00
C -2.78 0.93 -1.05 0.01
O -3.88 1.19 -0.62 0.00
O -1.67 0.92 -0.41 0.02
H -1.98 -0.32 -2.61 0.00


Entry 2:
28
Properties=species:S:1:pos:R:3:mulliken_charge:R:1 method="wB97M-V/def2-TZVPD" gap_ev=7.35 mol_weight_g_mol=208.3 total_charge=+1 e_above_lowest_kcal_mol=56.6
C -2.26 1.95 0.45 -0.78
C -2.20 0.92 -0.50 -0.43
C 1.63 1.58 1.89 -0.48
C 1.25 0.42 1.35 -0.59
C -2.01 1.50 1.68 -0.30
C 1.12 2.02 -0.12 -0.14
C -1.86 -0.30 0.07 -0.34
C 1.97 -1.85 -1.08 -1.51
C 0.19 -0.25 -0.71 -1.01
C 0.51 -1.72 -0.52 0.53
N 1.59 2.57 0.95 -0.51
N 0.88 0.67 0.04 0.56
N -0.52 -2.53 -1.30 -0.55
S -1.66 -0.16 1.78 -0.10
H -2.74 2.79 0.19 0.60
H -2.36 1.04 -1.56 0.46
H 2.14 1.75 2.85 0.41
H 1.19 -0.52 1.81 0.57
H -2.12 2.11 2.57 0.50
H 0.95 2.64 -0.96 0.44
H 2.20 -1.07 -1.72 0.38
H 2.82 -1.84 -0.31 0.32
H 2.03 -2.67 -1.63 0.57
H -0.01 -0.07 -1.77 0.60
H 0.50 -2.13 0.43 0.33
H -0.91 -2.11 -2.13 0.18
H -2.05 -1.21 -0.31 0.99
H -0.25 -3.53 -1.44 0.28


Please write out number 2 again, unchanged.
28
Properties=species:S:1:pos:R:3:mulliken_charge:R:1 method="wB97M-V/def2-TZVPD" gap_ev=7.35 mol_weight_g_mol=208.3 total_charge=+1 e_above_lowest_kcal_mol=56.6
C -2.26 1.95 0.45 -0.78
C -2.20 0.92 -0.50 -0.43
C 1.63 1.58 1.89 -0.48
C 1.25 0.42 1.35 -0.59
C -2.01 1.50 1.68 -0.30
C 1.12 2.02 -0.12 -0.14
C -1.86 -0.30 0.07 -0.34
C 1.97 -1.85 -1.08 -1.51
C 0.19 -0.25 -0.71 -1.01
C 0.51 -1.72 -0.52 0.53
N 1.59 2.57 0.95 -0.51
N 0.88 0.67 0.04 0.56
N -0.52 -2.53 -1.30 -0.55
S -1.66 -0.16 1.78 -0.10
H -2.74 2.79 0.19 0.60
H -2.36 1.04 -1.56 0.46
H 2.14 1.75 2.85 0.41
H 1.19 -0.52 1.81 0.57
H -2.12 2.11 2.57 0.50
H 0.95 2.64 -0.96 0.44
H 2.20 -1.07 -1.72 0.38
H 2.82 -1.84 -0.31 0.32
H 2.03 -2.67 -1.63 0.57
H -0.01 -0.07 -1.77 0.60
H 0.50 -2.13 0.43 0.33
H -0.91 -2.11 -2.13 0.18
H -2.05 -1.21 -0.31 0.99
H -0.25 -3.53 -1.44 0.28